# C55H43IN6OP2S3Tc

A structure of composition C55H43IN6OP2S3Tc (ωB97M-V/def2-TZVPD, OMol25).

Calculated total energy   -130086.8422 eV
Multiplicity   4
Molar mass   1187.0 u
HOMO-LUMO gap (spin up / spin down)   7.517 / 5.505 eV
Net charge   +2
Maximum force   3.83 eV/Å

Each line ends with the Mulliken spin population.
Atoms and positions in Å:
Tc -0.160246 -0.181681 -1.564259  1.913
O -2.738791 1.959097 -0.645089  -0.002
S -1.422405 1.489907 -0.179188  0.048
C -1.489684 1.242754 1.549547  -0.032
C -1.636715 2.390693 2.327825  -0.002
C -1.805555 2.383181 3.720161  -0.001
C -1.881945 1.137952 4.332919  0.000
C -2.094264 0.719111 5.747359  0.000
C -2.070810 -0.790016 5.711829  0.001
C -1.876701 -1.158516 4.295141  -0.002
C -1.853891 -2.402426 3.698753  0.000
C -1.607439 -2.462916 2.355369  0.002
C -1.569769 -1.340280 1.490678  -0.021
P -1.466937 -1.819322 -0.227768  -0.200
C -3.226353 -2.203904 -0.634572  0.020
C -4.096427 -1.103001 -0.426751  0.006
C -5.454824 -1.255974 -0.510436  0.003
C -6.058539 -2.484378 -0.740774  -0.001
C -5.223196 -3.571132 -0.926171  0.000
C -3.834353 -3.413332 -0.813089  -0.005
C -0.537143 -3.406614 -0.363281  0.044
C 0.437033 -3.836333 0.513197  -0.008
C 1.094110 -5.033036 0.355020  0.003
C 0.765241 -5.794910 -0.776590  0.000
C -0.160451 -5.359978 -1.685145  0.006
C -0.819552 -4.190532 -1.462476  -0.013
C -1.636096 -0.040912 2.091832  0.053
C -1.827968 0.031420 3.505597  -0.001
C -0.319714 2.894201 -0.249946  -0.040
C -0.826482 4.094498 -0.769966  0.009
C -0.076927 5.277786 -0.637303  -0.002
C 1.071166 5.275798 0.182892  0.001
C 1.887011 6.434622 0.564564  0.001
C 2.958424 5.763219 1.504933  0.001
C 2.678740 4.265803 1.440761  0.006
C 3.179823 3.205604 2.143619  -0.001
C 2.667205 1.922707 1.850450  0.003
C 1.665378 1.628208 0.910993  -0.041
P 1.725060 -0.039929 0.194689  -0.043
C 2.115211 -1.220284 1.578384  0.029
C 1.503996 -0.951575 2.800322  0.003
C 1.574868 -1.931398 3.839409  0.000
C 2.396759 -2.994743 3.720779  0.000
C 3.203755 -3.130339 2.581936  -0.001
C 2.999615 -2.300153 1.504422  0.004
C 3.337477 -0.054421 -0.681718  0.028
C 3.574632 -1.037934 -1.640212  -0.006
C 4.800546 -1.187802 -2.262373  -0.011
C 5.802230 -0.320016 -2.005035  0.002
C 5.543248 0.781611 -1.238402  -0.001
C 4.298022 1.001754 -0.636779  0.006
C 0.950539 2.772361 0.354932  -0.007
C 1.531842 4.030272 0.634767  -0.004
H -1.821667 3.377994 1.888837  -0.001
H -1.904063 3.310189 4.272362  0.000
H -2.998501 1.157404 6.171597  0.000
H -1.357675 1.141269 6.410245  0.000
H -2.952582 -1.190996 6.133962  0.000
H -1.384451 -1.306363 6.363155  0.000
H -1.778844 -3.343240 4.242732  0.000
H -1.570241 -3.415759 1.912455  -0.001
H -3.687251 -0.140387 -0.103070  0.002
H -6.075929 -0.376120 -0.416277  0.000
H -7.103018 -2.633736 -0.947322  0.000
H -5.584425 -4.549381 -1.083867  0.000
H -3.264402 -4.334699 -0.817710  -0.001
H 0.706146 -3.255635 1.404969  0.005
H 1.833263 -5.315179 1.090529  0.000
H 1.264026 -6.730412 -0.956724  0.000
H -0.301904 -6.003609 -2.545947  0.001
H -1.563552 -3.893585 -2.185071  0.009
H -1.818410 4.054276 -1.220634  0.001
H -0.547758 6.191023 -0.951472  0.000
H 1.327116 7.192853 1.026280  0.000
H 2.446517 6.743474 -0.332421  0.000
H 2.802122 5.874020 2.568067  0.000
H 3.990805 6.013135 1.244252  0.000
H 4.030347 3.330119 2.791494  0.000
H 3.110341 1.032973 2.299968  -0.001
H 0.942287 -0.057565 2.997352  0.000
H 0.907940 -1.783559 4.663966  0.000
H 2.418583 -3.746509 4.461279  0.000
H 3.878498 -3.939489 2.409151  0.000
H 3.515965 -2.534073 0.595147  0.001
H 2.762378 -1.710865 -1.903459  0.022
H 4.915359 -1.996049 -2.948087  0.001
H 6.785195 -0.501345 -2.470265  0.000
H 6.279522 1.577166 -1.222428  0.000
H 4.212256 1.997608 -0.275150  -0.001
S -2.063453 -2.844561 -5.140827  0.654
C -0.980841 -1.606839 -5.376396  -0.051
C -1.337723 -0.680614 -6.444906  0.002
N -1.735439 0.079790 -7.217377  -0.042
C -0.000564 -1.105555 -4.546807  0.345
S 0.528384 -1.882433 -2.985381  0.159
C 0.874598 0.005568 -5.011103  -0.057
N 1.638873 0.845984 -5.233641  0.117
N 0.908558 2.774652 -2.990459  0.006
N 1.330262 1.591082 -2.233734  -0.002
H 1.268994 2.614121 -3.973214  -0.002
H 1.391194 3.581233 -2.574856  0.001
H 1.566022 2.065794 -1.339020  -0.016
H 2.185012 1.188417 -2.489705  0.008
I -5.276661 0.715902 -4.920252  0.003
C -3.442943 0.819000 -4.132263  0.035
C -2.634639 1.976734 -4.055847  0.041
N -1.574118 1.668488 -3.385250  0.065
N -1.624619 0.378006 -2.880201  -0.076
C -2.792602 -0.147624 -3.335920  0.084
H -2.808842 2.972585 -4.463561  -0.001
H -0.756169 2.251216 -3.185054  0.000
H -3.066026 -1.180666 -3.077875  -0.055

Atoms 1-6, force components in eV/Å:
Tc -0.0323 0.6540 1.2164
O 0.1227 -0.2987 -0.1946
S 0.3052 0.9160 -0.5405
C -0.3203 0.7997 -0.1290
C -0.7275 0.5661 0.3012
C 0.0379 -0.7798 0.1891